(1)
DFT (ωB97M-V with the def2-TZVPD basis set) results for a structure of composition C4H6O2.

Structure (XYZ):
```
12
Properties=species:S:1:pos:R:3:forces:R:3:lowdin_charge:R:1
O 1.1066 1.9987 -0.7306 0.03 0.05 0.20 0.117
C 0.7561 0.8534 -0.1585 -0.04 -0.12 0.03 -0.324
C 0.3029 -0.3933 -0.8759 -0.02 -0.04 -0.15 -0.019
C 0.1972 -0.9180 0.5880 -0.11 -0.35 0.17 -0.433
O -0.1494 -1.9733 1.0556 0.18 0.44 -0.20 0.056
C 0.6627 0.3785 1.1069 0.02 0.05 0.03 0.067
H 1.3557 2.6389 -0.0481 -0.02 -0.04 -0.13 0.130
H -2.9338 -0.9608 -0.3544 -0.02 0.01 0.06 0.043
H 1.0541 -0.8864 -1.5003 -0.08 0.06 0.10 0.120
H -0.6467 -0.3175 -1.4147 0.14 -0.01 0.09 0.100
H -2.5518 -1.2024 0.2364 -0.05 0.00 -0.06 0.033
H 0.8464 0.7821 2.0957 -0.02 -0.04 -0.14 0.111
```
Forces are in eV/Å.

## Properties
2S+1: 1
E_LUMO: 0.40 eV
Kohn-Sham gap: 9.926 eV
Calculated total energy: -306.41353 Ha
Max |F|: 0.51 eV/Å

***

(2)
DFT (ωB97M-V with the def2-TZVPD basis set) results for the molecule C4H6O2.

Structure (XYZ):
```
12
Properties=species:S:1:pos:R:3:forces:R:3:lowdin_charge:R:1
C 0.8731 0.2507 -1.2304 0.08 0.01 -0.03 -0.007
C 0.6312 1.0181 0.0515 -0.01 0.27 -0.09 -0.391
O 0.8741 2.2008 0.1706 0.02 -0.53 -0.10 0.087
C -0.0777 0.3158 1.1739 -0.05 0.26 0.01 -0.220
C -1.1194 -0.6681 0.8349 -0.30 -0.08 -0.08 -0.104
O 0.1134 -1.0722 1.3967 0.10 -0.12 -0.02 -0.019
H 0.9710 -0.8274 -1.0636 0.01 0.24 0.02 0.084
H 0.0112 0.4231 -1.8900 0.18 -0.03 0.12 0.097
H 1.7607 0.6442 -1.7305 -0.13 -0.05 0.10 0.089
H -0.1580 0.9176 2.0803 -0.11 -0.10 -0.21 0.154
H -1.2593 -1.0067 -0.1932 0.00 0.29 0.16 0.114
H -2.0112 -0.7116 1.4552 0.21 -0.16 0.12 0.116
```
Forces are in eV/Å.

## Properties
2S+1: 1
E_LUMO: 0.91 eV
Kohn-Sham gap: 10.827 eV
Calculated total energy: -306.44305 Ha
Max |F|: 0.54 eV/Å

***

(3)
DFT (ωB97M-V with the def2-TZVPD basis set) results for a structure of composition C4H6O2 in a non-equilibrium geometry.

Structure (XYZ):
```
12
Properties=species:S:1:pos:R:3:forces:R:3:lowdin_charge:R:1
O 2.3102 -1.3043 0.3843 -0.48 0.28 0.04 0.063
C 1.2595 -0.7502 0.5994 0.21 -0.07 -0.11 -0.234
C 0.3833 -0.1283 -0.4640 0.02 -0.06 -0.05 -0.196
C -1.0884 -0.5116 -0.2349 -0.15 -0.56 0.03 -0.166
O -1.3417 0.6741 0.5177 0.09 -0.18 0.48 -0.119
C -0.1486 1.2604 -0.0421 -0.23 0.19 0.20 -0.132
H 0.8453 -0.6929 1.6310 0.07 0.03 -0.09 0.143
H 0.8327 -0.2906 -1.4470 -0.17 0.18 0.13 0.146
H -1.6370 -0.5705 -1.1866 -0.09 0.12 0.27 0.126
H -1.3059 -1.3747 0.3901 0.05 -0.33 -0.19 0.121
H 0.4853 1.8091 0.6702 -0.44 0.06 -0.18 0.127
H -0.5946 1.8796 -0.8179 1.12 0.34 -0.54 0.123
```
Forces are in eV/Å.

## Properties
2S+1: 1
E_LUMO: 0.96 eV
Kohn-Sham gap: 10.734 eV
Calculated total energy: -306.42660 Ha
Max |F|: 1.29 eV/Å

***

(4)
DFT (ωB97M-V with the def2-TZVPD basis set) results for the molecule C4H6O2 in a non-equilibrium geometry.

Structure (XYZ):
```
12
Properties=species:S:1:pos:R:3:forces:R:3:lowdin_charge:R:1
C 0.3548 1.9133 -0.5814 -3.95 -0.92 3.61 0.023
C 0.0458 0.6283 -0.0252 2.08 1.71 -0.94 -0.303
C 1.0641 -0.6136 -0.1274 -2.84 0.98 1.63 -0.072
O 0.0710 -1.6518 -0.2101 0.86 -1.45 -0.49 -0.102
C -1.0651 -1.2968 0.4365 -0.16 1.65 3.43 -0.253
O -1.1856 0.0973 0.2998 1.16 3.25 -1.18 -0.053
H -0.6159 2.6290 -0.3093 2.79 -1.52 -1.27 0.105
H 1.3599 2.4158 -0.7094 -1.33 -1.24 0.14 0.058
H 1.7948 -0.9032 0.7467 -0.99 1.24 -2.16 0.169
H 1.2007 -0.2797 -1.1432 2.30 -1.20 -0.44 0.112
H -1.0547 -1.2852 1.6542 0.08 -1.49 -2.49 0.180
H -1.9697 -1.6534 -0.0313 0.00 -1.00 0.16 0.135
```
Forces are in eV/Å.

## Properties
2S+1: 1
E_LUMO: 0.95 eV
Kohn-Sham gap: 9.711 eV
Calculated total energy: -306.35554 Ha
Max |F|: 5.43 eV/Å

***

What relative energy (zero: lowest compared OMol25 entry of this formula, charge and spin) values result from the calculations? In sequence: 243.56 166.06 209.24 395.82 kJ/mol.